# 1
The following is a DFT calculation (ωB97M-V with the def2-TZVPD basis set) of a structure of composition C12H30KO6 in a non-equilibrium geometry.

ORCA input file:
```
! wB97M-V def2-TZVPD RIJCOSX def2/J DEFGRID3
* xyz 0 2
K -0.353 0.264 0.739
O -1.803 -2.224 -0.074
O 0.035 -0.685 -1.920
O 2.132 -0.309 1.541
O -2.247 1.708 -0.998
O 0.152 -1.940 2.551
O 0.480 2.648 -0.467
C 3.202 0.401 0.894
C 1.357 -1.821 3.327
C -0.977 -1.695 3.371
C -1.443 2.352 -2.024
C 2.472 -1.480 2.309
C 1.294 -0.650 -2.767
C -0.256 3.251 -1.531
C -3.113 2.598 -0.330
C -0.969 -1.609 -2.385
C -2.115 -1.779 -1.425
C -1.197 -3.469 -0.099
C 1.455 3.430 0.302
H -0.205 -3.554 -0.543
H -1.961 -1.735 2.905
H -1.010 -0.632 3.613
H -1.811 -4.177 -0.656
H 1.902 0.245 -2.637
H -1.073 1.651 -2.773
H 3.935 -0.269 0.444
H 1.608 3.087 1.325
H 3.653 0.962 1.713
H 1.281 -1.018 4.060
H -0.610 4.252 -1.285
H 0.442 3.453 -2.343
H 1.936 -1.449 -2.397
H -0.998 -2.289 4.285
H -3.739 2.074 0.392
H 3.445 -1.341 2.781
H -1.289 -1.258 -3.366
H -2.052 3.084 -2.554
H 0.904 -0.915 -3.750
H -0.994 -3.877 0.891
H -2.903 -2.382 -1.877
H -0.555 -2.607 -2.535
H 1.119 4.465 0.355
H -2.589 -0.798 -1.421
H 2.835 1.086 0.129
H -3.725 3.117 -1.068
H 2.477 3.397 -0.077
H 2.693 -2.177 1.501
H -2.488 3.382 0.098
H 1.668 -2.765 3.775
*
```

Summary:
LUMO energy (alpha / beta)   0.099 / 0.337 eV
<S²>   0.750
E_HOMO (alpha / beta)   -1.8 / -10.2 eV

***

# 2
The following is a DFT calculation (ωB97M-V with the def2-TZVPD basis set) of a structure of composition C12H30MgO8S4 in a non-equilibrium geometry.

ORCA input file:
```
! wB97M-V def2-TZVPD RIJCOSX def2/J DEFGRID3
* xyz 0 1
S -5.062 -0.082 -0.551
S 0.299 3.425 -3.188
S 0.827 -4.458 -0.799
S 4.382 0.931 -1.508
Mg 1.281 0.763 -1.623
O 3.007 0.707 -2.087
O 1.265 -0.316 0.061
O 1.321 1.713 0.102
O 0.763 2.049 -2.797
O -5.256 -1.428 -1.214
O -0.408 0.838 -0.508
O -0.439 -1.702 4.955
O 0.175 -5.816 -1.021
C -1.501 -1.315 2.894
C 1.094 -1.215 3.271
C -0.328 -3.292 -1.598
C 4.490 -0.002 0.038
C 0.910 4.532 -1.872
C 4.417 2.581 -0.712
C -0.302 -1.403 3.784
C -5.221 -0.305 1.279
C 0.368 -4.004 0.896
C -1.474 3.392 -2.844
C 0.492 0.708 0.421
C -3.270 0.100 -0.545
H 4.221 3.405 -1.403
H -0.300 -3.272 -2.690
H -2.854 0.671 -1.370
H 1.444 -0.225 3.566
H -1.339 -3.537 -1.276
H -1.519 -0.515 2.152
H -4.256 -0.287 1.786
H -0.104 -2.231 -1.456
H 1.235 -1.389 2.203
H -1.921 2.641 -3.496
H 5.419 2.805 -0.349
H -2.100 4.257 -3.071
H -0.722 -4.013 0.887
H -1.445 -2.242 2.312
H 1.773 -1.931 3.737
H -2.833 -0.862 -0.292
H -2.415 -1.303 3.483
H 3.765 0.319 0.785
H 3.633 2.707 0.036
H 4.252 -1.029 -0.239
H 0.833 4.150 -0.852
H -5.912 0.389 1.752
H -1.491 3.203 -1.771
H 0.733 -2.978 0.962
H 1.972 4.663 -2.080
H 0.411 5.500 -1.917
H -2.993 0.779 0.267
H 5.505 0.032 0.431
H 0.736 -4.789 1.549
H -5.555 -1.316 1.519
*
```

Summary:
LUMO energy   -0.381 eV
E_HOMO   -7.5 eV
Relative energy (zero: lowest compared OMol25 entry of this formula, charge and spin)   0.0 kcal/mol

***

# 3
The following is a DFT calculation (ωB97M-V with the def2-TZVPD basis set) of a cluster of 6 separate species, C12H30N2O4 in total in a non-equilibrium geometry.

ORCA input file:
```
! wB97M-V def2-TZVPD RIJCOSX def2/J DEFGRID3
* xyz 0 1
O 2.532 0.223 0.498
O -0.500 0.759 3.907
O 1.890 1.707 2.830
O 0.618 -3.418 -5.367
N -2.178 -0.182 -6.720
N -1.839 -0.448 -1.660
C -2.749 1.539 4.224
C 2.642 -0.036 -1.989
C -1.587 0.019 -0.547
C -1.364 1.489 4.765
C 0.079 -2.623 -4.369
C -3.869 -0.710 -4.675
C 2.910 0.948 3.270
C -1.397 0.498 0.863
C 3.522 1.506 4.666
C -2.886 -0.332 -5.910
C -0.988 -3.422 -3.614
C 2.249 0.906 -0.807
H 3.852 0.982 2.754
H 2.613 1.414 5.466
H -0.463 0.246 1.225
H 3.638 2.502 4.660
H 3.006 1.928 -1.014
H -1.629 -3.778 -4.275
H -1.291 1.087 5.652
H -2.233 0.142 1.532
H -1.154 2.660 4.871
H -2.831 2.179 3.246
H -3.779 0.078 -3.881
H 1.375 -2.784 -5.809
H -2.933 0.504 3.873
H 2.131 -1.073 -1.582
H -0.122 -1.576 -4.843
H 0.887 -2.114 -3.565
H 1.271 1.249 -0.704
H -1.498 -2.754 -2.824
H 2.347 0.546 -2.943
H 1.148 1.408 3.259
H -3.525 1.808 4.821
H -0.526 -0.084 3.963
H -3.570 -1.638 -4.089
H -1.580 1.582 0.971
H 4.404 1.097 4.862
H 2.335 0.852 1.287
H -0.613 -4.159 -3.062
H 3.640 -0.055 -1.784
H -4.812 -0.525 -4.995
H 2.828 -0.149 3.563
*
```

Summary:
LUMO energy   0.210 eV
SMILES   CC#N.CC#N.CCO.CCO.CCO.CCO
E_HOMO   -9.1 eV
Relative energy (zero: lowest compared OMol25 entry of this formula, charge and spin)   137.1 kcal/mol

***

# 4
The following is a DFT calculation (ωB97M-V with the def2-TZVPD basis set) of a structure of composition C12H30N4O6Sr in a non-equilibrium geometry.

ORCA input file:
```
! wB97M-V def2-TZVPD RIJCOSX def2/J DEFGRID3
* xyz 0 1
Sr 0.595 0.484 1.819
O 0.277 -1.418 0.102
O 0.740 2.685 2.882
O -1.616 0.640 0.761
O 0.171 -1.063 3.603
O 1.557 1.797 -0.048
O 2.534 -0.945 1.783
N 3.726 -2.875 1.679
N 0.581 3.275 -1.451
N -3.141 2.100 -0.140
N -1.065 -2.670 -1.290
C 3.345 -1.738 2.309
C -4.448 2.297 -0.787
C 3.318 -3.316 0.333
C 4.717 -3.664 2.348
C -0.042 -1.809 -1.035
C -1.336 -3.373 -2.568
C 0.255 4.709 -1.683
C -2.621 0.860 0.056
C -2.554 3.346 0.375
C -1.949 -3.221 -0.241
C 0.041 2.227 -2.350
C 1.357 2.999 -0.384
H -4.258 2.911 -1.668
H 4.607 -4.703 2.037
H -1.695 3.046 0.974
H 2.556 -2.710 -0.156
H -0.573 -3.258 -3.337
H 0.326 -1.367 -1.974
H -2.942 -2.789 -0.367
H 4.117 -3.337 -0.409
H 5.739 -3.329 2.170
H -0.414 -1.328 4.339
H -3.243 3.921 0.993
H -1.951 -4.311 -0.258
H 0.489 2.389 -3.331
H -2.180 4.041 -0.377
H -2.376 -3.267 -2.878
H 0.238 1.225 -1.968
H -1.044 2.315 -2.407
H 3.847 -1.630 3.283
H 0.545 5.369 -0.865
H -1.185 -4.428 -2.340
H 0.440 3.058 3.734
H -1.647 -2.878 0.749
H 0.798 4.967 -2.593
H -3.220 0.076 -0.433
H 1.868 3.843 0.105
H 4.586 -3.689 3.430
H -4.873 1.345 -1.105
H -5.122 2.806 -0.098
H 2.956 -4.335 0.473
H -0.828 4.716 -1.799
*
```

Summary:
LUMO energy   0.173 eV
E_HOMO   -6.3 eV
Relative energy (zero: lowest compared OMol25 entry of this formula, charge and spin)   35.7 kcal/mol

***

# 5
The following is a DFT calculation (ωB97M-V with the def2-TZVPD basis set) of a cluster of 3 separate species, C12H31FNO4PS in total in a non-equilibrium geometry.

ORCA input file:
```
! wB97M-V def2-TZVPD RIJCOSX def2/J DEFGRID3
* xyz 0 1
S 4.165 0.221 2.975
P 5.831 -0.662 5.227
F 3.500 -1.048 2.163
O 7.001 0.487 4.885
O 3.175 1.310 2.848
O 6.238 -2.180 4.647
O 5.461 0.513 2.351
N 4.248 -0.194 4.617
C -0.349 -3.780 -3.401
C -1.775 2.321 -0.650
C -5.019 3.480 0.867
C 0.827 -3.570 -1.146
C -1.313 2.613 -2.073
C 1.352 -0.630 -0.191
C 0.940 -3.436 -2.664
C -4.294 2.177 -1.203
C -3.066 1.505 -0.587
C -0.192 -2.640 -0.485
C 0.027 -1.149 -0.738
C -4.656 3.539 -0.612
H -5.150 1.503 -1.090
H -0.198 -3.714 -4.480
H 1.813 -3.401 -0.703
H -4.177 3.147 1.477
H -1.889 3.260 -0.101
H -1.159 -3.097 -3.139
H -3.273 1.256 0.459
H -2.035 3.228 -2.614
H 0.561 -4.603 -0.900
H 2.205 -1.102 -0.683
H -1.162 1.687 -2.632
H 1.260 -2.426 -2.936
H -2.905 0.548 -1.095
H 1.433 -0.808 0.881
H -5.513 3.937 -1.164
H 1.729 -4.110 -3.011
H 3.794 0.498 5.212
H 7.327 0.463 3.970
H -0.365 3.156 -2.059
H 1.428 0.447 -0.360
H -5.856 2.799 1.037
H -3.839 4.250 -0.761
H -0.041 -0.928 -1.808
H 7.189 -2.266 4.515
H -5.313 4.469 1.225
H -0.670 -4.799 -3.169
H -0.176 -2.822 0.595
H -1.200 -2.908 -0.817
H -4.144 2.291 -2.281
H -0.786 -0.595 -0.258
H -0.987 1.760 -0.138
*
```

Summary:
LUMO energy   0.160 eV
SMILES   O=S(=O)(F)NP(O)O.CCCCCC.CCCCCC
E_HOMO   -9.4 eV

***

# 6
The following is a DFT calculation (ωB97M-V with the def2-TZVPD basis set) of a structure of composition C12H32AlN2O10P2 in a non-equilibrium geometry.

ORCA input file:
```
! wB97M-V def2-TZVPD RIJCOSX def2/J DEFGRID3
* xyz 3 1
P 2.376 -2.407 -4.228
P -0.131 -3.908 6.183
Al 0.666 -0.243 1.337
O 1.399 -4.084 6.637
O 1.004 -3.208 -4.694
O 2.359 -1.963 -2.777
O -0.325 -3.125 4.912
O 1.391 2.981 -1.746
O -0.655 -5.416 6.307
O -2.358 3.360 0.719
O 3.550 -3.458 -4.483
O -0.720 -3.304 7.568
O 2.418 -1.165 -5.227
N 1.232 4.953 -2.859
N -4.240 4.732 0.550
C -1.594 -5.893 5.475
C -1.968 -2.746 7.532
C 1.137 3.576 -2.779
C 2.686 -1.424 -6.604
C 1.676 -4.739 7.866
C -3.388 3.776 0.109
C 0.957 -4.145 -5.705
C 4.835 -2.884 -4.341
C 1.454 5.729 -1.689
C -5.320 5.144 -0.311
C 1.035 5.640 -4.093
C -4.185 5.393 1.837
H 0.586 -5.044 -5.212
H -1.373 -6.790 4.895
H -6.171 5.545 0.240
H 0.323 6.443 -3.904
H -4.915 5.873 -1.012
H 4.821 -2.549 -3.304
H -1.898 -1.999 8.323
H 1.764 -1.721 -7.103
H -2.121 -2.148 6.633
H 1.955 6.159 -4.362
H 0.696 6.503 -1.803
H -3.694 3.413 -0.885
H 5.662 -3.579 -4.487
H 2.967 -0.507 -7.123
H -1.895 -5.127 4.760
H -3.508 4.899 2.533
H 2.452 6.164 -1.636
H 0.876 -5.403 8.193
H 1.247 5.141 -0.795
H -5.148 5.359 2.346
H 1.746 -4.065 8.720
H 0.646 5.006 -4.890
H -5.703 4.420 -1.031
H 1.915 -4.285 -6.205
H 0.247 -3.891 -6.492
H -3.860 6.433 1.867
H -2.855 -3.291 7.853
H -2.431 -6.028 6.159
H 1.028 3.099 -3.765
H 5.143 -2.014 -4.920
H 2.700 -5.074 7.705
H 3.506 -2.116 -6.793
*
```

Summary:
LUMO energy   -14.686 eV
E_HOMO   -15.9 eV

***

Short version: molar mass = 309.5, 454.9, 266.4, 414.0, 335.4, 453.3 Da, in the order given.
Short version: energy = -41534.21170, -78090.81279, -24091.79514, -32012.72583, -45468.78310, -61562.07350 eV, in the order given.